Record 1
The following is a quantum chemistry calculation of one molecule with the formula C6H9N at a distorted geometry, from the Open Molecules 2025 dataset.

Cartesian coordinates (Å):
C  -1.373  -0.900  -0.652
C  -0.227  0.026  -1.028
C  1.054  0.146  -0.248
C  1.313  -0.658  1.004
C  0.084  1.308  -0.258
C  -0.724  1.609  0.898
N  -1.421  1.833  1.796
H  -2.337  -0.382  -0.714
H  -1.406  -1.738  -1.358
H  -1.299  -1.330  0.351
H  -0.148  0.158  -2.104
H  1.949  0.343  -0.838
H  0.435  -0.688  1.655
H  1.581  -1.684  0.734
H  2.138  -0.232  1.584
H  0.381  2.190  -0.821

Properties
energy relative to the best compared isomer or geometry (same formula, charge and spin) = 1.040 eV
HOMO = -10.4 eV
charge = 0
LUMO level = 0.87 eV
orbital gap = 11.2466 eV
structure (SMILES) = C[C@@H]1[C@H](C)[C@@H]1C#N

Record 2
The following is a quantum chemistry calculation of one molecule with the formula C6H9N, from the Open Molecules 2025 dataset.

Cartesian coordinates (Å):
C  -0.617  3.575  1.589
C  -0.416  2.337  0.838
C  -0.302  1.298  0.233
C  -0.230  0.065  -0.490
C  -0.031  -1.128  0.080
C  0.061  -2.407  -0.709
N  1.430  -2.883  -0.917
H  -1.529  3.506  2.191
H  -0.722  4.430  0.914
H  0.221  3.774  2.265
H  -0.375  0.121  -1.570
H  0.126  -1.184  1.157
H  -0.405  -2.263  -1.691
H  -0.499  -3.205  -0.208
H  1.990  -2.107  -1.263
H  1.841  -3.146  -0.025

Properties
energy relative to the best compared isomer or geometry (same formula, charge and spin) = 2.367 eV
HOMO = -8.6 eV
charge = 0
LUMO level = 1.02 eV
orbital gap = 9.6391 eV
structure (SMILES) = CC#C/C=C/CN

Record 3
The following is a quantum chemistry calculation of one molecule with the formula C6H9N at a distorted geometry, from the Open Molecules 2025 dataset.

Cartesian coordinates (Å):
C  2.069  0.034  -0.087
C  0.594  -0.070  0.041
C  -0.439  -0.922  0.714
C  -1.087  -1.152  -0.633
N  -0.411  0.100  -1.123
C  -1.080  1.171  -0.293
C  -0.370  0.627  0.892
H  2.324  1.072  -0.327
H  2.449  -0.615  -0.880
H  2.543  -0.238  0.860
H  -0.700  -1.166  1.724
H  -0.681  -1.995  -1.213
H  -2.180  -1.169  -0.693
H  -2.177  1.155  -0.297
H  -0.706  2.153  -0.570
H  -0.149  1.014  1.886

Properties
energy relative to the best compared isomer or geometry (same formula, charge and spin) = 3.804 eV
HOMO = -9.0 eV
charge = 0
LUMO level = 1.12 eV
orbital gap = 10.1679 eV
structure (SMILES) = C[C@]12[C@@H]3CN1C[C@@H]32

Record 4
The following is a quantum chemistry calculation of C6H9N as an isolated structure at a distorted geometry, from the Open Molecules 2025 dataset.

Cartesian coordinates (Å):
C  -0.684  0.507  -1.969
C  -0.605  1.052  -0.595
C  -0.782  0.254  0.723
C  0.676  0.299  1.274
C  0.919  -0.602  0.040
C  -0.466  -1.204  0.315
N  0.614  0.365  -1.060
H  1.280  0.849  -1.634
H  -1.138  -0.487  -2.008
H  -0.531  2.133  -0.448
H  -1.647  0.517  1.331
H  1.186  1.271  1.286
H  0.812  -0.223  2.225
H  1.820  -1.193  -0.137
H  -1.013  -1.659  -0.514
H  -0.441  -1.879  1.171

Properties
energy relative to the best compared isomer or geometry (same formula, charge and spin) = 4.879 eV
HOMO = -7.3 eV
charge = 0
LUMO level = 0.90 eV
orbital gap = 8.1887 eV

Record 5
The following is a quantum chemistry calculation of C6H9N as an isolated structure, from the Open Molecules 2025 dataset.

Cartesian coordinates (Å):
C  0.423  -1.553  -1.055
C  -0.165  -0.319  -0.446
C  0.163  0.345  0.712
C  1.246  -0.068  1.671
C  -0.723  1.476  0.931
C  -1.505  1.453  -0.276
N  -1.196  0.345  -1.059
H  1.429  -1.724  -0.663
H  0.489  -1.472  -2.146
H  -0.186  -2.433  -0.818
H  1.444  0.756  2.362
H  2.183  -0.315  1.156
H  0.964  -0.942  2.273
H  -0.605  2.290  -0.182
H  -2.408  2.020  -0.478
H  -1.553  0.142  -1.980

Properties
energy relative to the best compared isomer or geometry (same formula, charge and spin) = 3.147 eV
HOMO = -8.1 eV
charge = 0
LUMO level = 0.81 eV
orbital gap = 8.8927 eV

Record 6
The following is a quantum chemistry calculation of one molecule with the formula C6H9N, from the Open Molecules 2025 dataset.

Cartesian coordinates (Å):
C  1.259  -1.208  2.692
C  0.545  -1.464  1.447
C  -0.222  -1.161  0.569
C  -0.963  -0.054  -0.040
C  -0.137  0.659  -1.077
C  -0.497  0.559  -2.500
N  -0.841  1.755  -1.728
H  1.855  -2.030  3.082
H  0.502  -0.908  3.426
H  1.900  -0.337  2.512
H  -1.101  0.633  0.806
H  -1.956  -0.291  -0.424
H  0.916  0.787  -0.817
H  -1.340  -0.078  -2.761
H  0.286  0.622  -3.249
H  -0.204  2.517  -1.938

Properties
energy relative to the best compared isomer or geometry (same formula, charge and spin) = 3.665 eV
HOMO = -9.3 eV
charge = 0
LUMO level = 1.01 eV
orbital gap = 10.3092 eV
structure (SMILES) = CC#CC[C@H]1CN1

Record 7
The following is a quantum chemistry calculation of one molecule with the formula C6H9N, from the Open Molecules 2025 dataset.

Cartesian coordinates (Å):
C  -2.281  -0.445  0.359
C  -1.198  0.192  -0.456
C  -0.729  1.478  -0.295
C  0.685  1.404  -0.165
C  1.048  0.081  -0.297
C  2.317  -0.653  -0.018
N  -0.092  -0.617  -0.565
H  -1.768  -0.630  1.315
H  -3.123  0.214  0.565
H  -2.627  -1.413  -0.014
H  -1.352  2.352  -0.144
H  1.349  2.214  0.103
H  3.048  -0.602  -0.829
H  2.772  -0.244  0.890
H  2.101  -1.710  0.189
H  -0.152  -1.621  -0.636

Properties
energy relative to the best compared isomer or geometry (same formula, charge and spin) = 0.819 eV
HOMO = -7.6 eV
charge = 0
LUMO level = 0.98 eV
orbital gap = 8.5636 eV
structure (SMILES) = Cc1ccc(C)[nH]1

Record 8
The following is a quantum chemistry calculation of one molecule with the formula C6H9N, from the Open Molecules 2025 dataset.

Cartesian coordinates (Å):
C  -2.572  -0.465  0.204
C  -1.157  0.010  0.121
C  -0.691  1.266  0.032
C  0.784  1.172  -0.201
C  0.993  -0.311  -0.048
C  2.342  -0.952  -0.033
N  -0.109  -0.960  0.074
H  -2.661  -1.343  0.849
H  -3.233  0.320  0.579
H  -2.938  -0.759  -0.787
H  -1.272  2.180  0.077
H  1.432  1.797  0.426
H  1.005  1.376  -1.262
H  2.280  -2.016  -0.271
H  3.022  -0.454  -0.731
H  2.774  -0.859  0.971

Properties
energy relative to the best compared isomer or geometry (same formula, charge and spin) = 0.622 eV
HOMO = -8.6 eV
charge = 0
LUMO level = 1.04 eV
orbital gap = 9.6675 eV
structure (SMILES) = CC1=CCC(C)=N1

Record 9
The following is a quantum chemistry calculation of one molecule with the formula C6H9N at a distorted geometry, from the Open Molecules 2025 dataset.

Cartesian coordinates (Å):
C  1.347  -0.291  -1.771
C  -0.076  -0.792  -1.294
C  0.458  -1.417  -0.187
N  0.140  -0.760  0.945
C  -0.753  0.262  0.627
C  -1.270  1.149  1.706
C  -0.959  0.227  -0.717
H  1.916  0.200  -0.940
H  1.179  0.474  -2.509
H  2.008  -1.079  -2.148
H  1.210  -2.192  -0.230
H  0.699  -0.790  1.781
H  -0.460  1.745  2.147
H  -2.008  1.843  1.300
H  -1.735  0.568  2.509
H  -1.697  0.852  -1.220

Properties
energy relative to the best compared isomer or geometry (same formula, charge and spin) = 2.632 eV
HOMO = -7.6 eV
charge = 0
LUMO level = 0.89 eV
orbital gap = 8.4805 eV
structure (SMILES) = Cc1c[nH]c(C)c1

Record 10
The following is a quantum chemistry calculation of one molecule with the formula C6H9N at a distorted geometry, from the Open Molecules 2025 dataset.

Cartesian coordinates (Å):
C  -0.089  -1.153  -1.491
C  -0.121  -0.241  -0.283
C  -1.274  -0.401  0.619
C  0.516  1.163  1.248
C  1.123  -0.071  0.565
C  -0.322  1.309  -0.442
N  -0.589  2.178  -1.196
H  0.750  -0.910  -2.149
H  -1.015  -1.091  -2.070
H  0.043  -2.179  -1.129
H  -1.658  -1.411  0.764
H  -1.915  0.412  0.919
H  1.036  2.114  1.154
H  0.167  1.036  2.272
H  2.026  0.164  -0.007
H  1.321  -0.921  1.225

Properties
energy relative to the best compared isomer or geometry (same formula, charge and spin) = 5.744 eV
HOMO (spin up / spin down) = -8.7 / -8.4 eV
charge = 0
LUMO level (spin up / spin down) = -0.84 / -0.09 eV
orbital gap (spin up / spin down) = 7.8157 / 8.3318 eV

Record 11
The following is a quantum chemistry calculation of one molecule with the formula C6H9N at a distorted geometry, from the Open Molecules 2025 dataset.

Cartesian coordinates (Å):
C  2.260  -0.058  -0.770
C  1.430  0.551  0.590
C  0.263  0.530  -0.108
C  -0.662  1.706  -0.041
C  -0.821  -1.649  0.370
C  -0.324  -0.708  -0.732
N  2.392  -0.476  0.403
H  1.752  1.426  1.145
H  -0.123  2.629  0.155
H  -1.386  1.546  0.758
H  -1.211  1.810  -0.973
H  -1.258  -2.543  -0.072
H  -1.571  -1.160  0.989
H  0.008  -1.948  1.007
H  -1.156  -0.417  -1.374
H  0.406  -1.237  -1.346

Properties
energy relative to the best compared isomer or geometry (same formula, charge and spin) = 3.564 eV
HOMO = -9.4 eV
charge = 0
LUMO level = 0.89 eV
orbital gap = 10.2379 eV

Record 12
The following is a quantum chemistry calculation of a 2-piece molecular cluster, C6H9N2O overall at a distorted geometry, from the Open Molecules 2025 dataset.

Cartesian coordinates (Å):
C  -3.382  -1.512  -0.391
C  -2.715  -0.335  0.127
C  1.937  0.276  -0.683
C  3.925  0.156  0.864
C  3.154  0.477  -0.350
C  -2.020  0.648  -0.509
N  -0.895  2.300  0.795
N  -1.370  1.470  0.214
O  0.833  0.278  -0.989
H  -4.327  -1.714  0.103
H  -2.793  -2.392  0.036
H  -2.559  -0.184  1.152
H  3.551  -0.897  1.364
H  4.983  0.270  0.858
H  3.595  0.902  1.589
H  3.658  0.979  -1.146
H  -3.507  -1.603  -1.425
H  -2.068  0.881  -1.611

Properties
energy relative to the best compared isomer or geometry (same formula, charge and spin) = 3.753 eV
HOMO = -11.8 eV
charge = +1
LUMO level = -5.89 eV
orbital gap = 5.8886 eV

Record 13
The following is a quantum chemistry calculation of an isolated ion of composition C6H9N2O and charge +1 at a distorted geometry, from the Open Molecules 2025 dataset.

Cartesian coordinates (Å):
C  2.555  0.285  -0.732
C  2.015  -0.296  0.293
C  0.378  -0.571  0.423
N  0.259  -1.935  0.273
C  -0.869  -2.335  0.009
N  -1.845  -1.283  -0.316
C  -1.260  -0.145  -0.104
O  -1.858  0.950  -0.063
C  -1.097  2.177  0.173
H  3.549  0.490  -0.801
H  2.103  0.713  -1.620
H  2.542  -0.631  1.106
H  0.361  -0.261  1.493
H  -1.014  -3.229  -0.445
H  -2.792  -1.388  -0.538
H  -1.413  2.552  1.186
H  -1.540  2.980  -0.498
H  -0.072  1.927  0.160

Properties
energy relative to the best compared isomer or geometry (same formula, charge and spin) = 3.402 eV
HOMO = -14.3 eV
charge = +1
LUMO level = -4.12 eV
orbital gap = 10.1617 eV
structure (SMILES) = C=C[C@@H]1N=C[NH+]=C1OC

Record 14
The following is a quantum chemistry calculation of a 2-piece molecular cluster, C6H9N2O2 overall at a distorted geometry, from the Open Molecules 2025 dataset.

Cartesian coordinates (Å):
C  1.660  0.263  -3.133
C  0.387  -1.953  -0.595
C  -0.084  0.132  -1.235
C  0.954  -0.348  -2.021
N  -0.464  -0.833  -0.354
N  1.108  -1.700  -1.764
H  -1.053  -0.644  0.659
H  0.431  -2.769  0.079
H  -0.447  1.288  -1.254
H  2.549  -0.349  -3.326
H  1.912  1.434  -2.947
H  0.795  0.282  -4.009
C  0.515  0.776  2.196
C  -1.035  0.987  2.215
O  -1.778  0.110  1.606
O  -1.410  2.013  2.698
H  0.798  0.249  1.321
H  0.674  0.316  3.158
H  0.950  1.793  2.156

Properties
energy relative to the best compared isomer or geometry (same formula, charge and spin) = 1.927 eV
HOMO = -4.5 eV
charge = -1
LUMO level = 3.80 eV
orbital gap = 8.3132 eV

Record 15
The following is a quantum chemistry calculation of a 2-piece molecular cluster, C6H9N2O2 overall at a distorted geometry, from the Open Molecules 2025 dataset.

Cartesian coordinates (Å):
C  -0.280  1.883  1.635
C  -0.762  0.591  2.339
O  -1.281  0.698  3.458
O  -0.712  -0.452  1.611
H  0.784  1.763  1.404
H  -0.505  2.771  2.253
H  -0.832  1.835  0.676
C  2.638  -0.479  -1.829
C  1.131  -0.575  -1.761
C  -0.926  0.056  -1.752
C  0.460  -1.429  -0.906
N  0.221  0.202  -2.455
N  -0.838  -0.912  -0.848
H  -1.767  0.717  -1.943
H  3.059  -0.634  -0.848
H  2.891  0.523  -2.194
H  -1.355  -1.053  0.014
H  0.893  -1.823  0.000
H  2.903  -1.201  -2.584

Properties
energy relative to the best compared isomer or geometry (same formula, charge and spin) = 1.321 eV
HOMO = -4.4 eV
charge = -1
LUMO level = 3.81 eV
orbital gap = 8.2462 eV